{
  "formula": "ClNO2S",
  "method": "ωB97M-V with the def2-TZVPD basis set",
  "elements": ["O", "S", "O", "N", "Cl"],
  "positions_angstrom": [[-0.8818, -0.8371, -0.9162], [-1.0044, -0.1208, 0.3068], [-1.3685, 1.2520, 0.1253], [1.1232, 0.1313, 0.7894], [2.1315, -0.4254, -0.3053]],
  "nbo_charge": [-0.88, 1.71, -0.86, -0.35, 0.37],
  "energy_ha": -1063.45500,
  "e_lumo_ha": [-0.08462, -0.11344],
  "multiplicity": 1,
  "max_force_ha_per_bohr": 0.02684,
  "homo_energy_ev": [-10.38, -10.90],
  "smiles": "O=S(=O)=NCl",
  "relative_energy_kcal_mol": 31.2,
  "homo_lumo_gap_ev": [8.08, 7.81]
}

---

{
  "formula": "C45H41N2O2P2Ru",
  "method": "ωB97M-V with the def2-TZVPD basis set",
  "elements": ["Ru", "C", "C", "C", "C", "N", "C", "C", "C", "C", "C", "C", "N", "H", "H", "H", "H", "H", "H", "H", "H", "C", "C", "C", "C", "C", "C", "C", "C", "C", "C", "O", "O", "H", "H", "H", "H", "H", "H", "H", "H", "H", "H", "H", "C", "P", "C", "C", "C", "C", "C", "C", "C", "C", "C", "C", "C", "C", "P", "C", "C", "C", "C", "C", "C", "C", "C", "C", "C", "C", "C", "H", "H", "H", "H", "H", "H", "H", "H", "H", "H", "H", "H", "H", "H", "H", "H", "H", "H", "H", "H", "H", "H"],
  "positions_angstrom": [[-0.2832, -0.4596, -2.0569], [-1.6369, -3.7104, -4.5302], [-0.4912, -4.0572, -5.2332], [0.6757, -3.3422, -5.0183], [0.6762, -2.2987, -4.0933], [-0.4372, -2.0044, -3.3968], [-1.5614, -2.6703, -3.6184], [1.8174, -1.4320, -3.7930], [3.0522, -1.5045, -4.4376], [4.0651, -0.6290, -4.0830], [3.8146, 0.3101, -3.0917], [2.5606, 0.3398, -2.5057], [1.5927, -0.5077, -2.8364], [-2.5693, -4.2264, -4.6914], [-0.5104, -4.8660, -5.9452], [1.5616, -3.5900, -5.5782], [-2.4365, -2.3606, -3.0540], [3.2140, -2.2280, -5.2202], [5.0276, -0.6785, -4.5700], [4.5736, 1.0120, -2.7862], [2.3227, 1.0686, -1.7365], [-3.7956, 1.5731, 1.5834], [-3.3712, 1.6650, 0.1518], [-4.2835, 1.3877, -0.8603], [-3.9334, 1.4358, -2.2151], [-4.9720, 1.2563, -3.2645], [-2.5944, 1.6872, -2.4846], [-1.6659, 2.1001, -1.5227], [-0.3650, 2.7638, -1.8797], [-2.0768, 2.0495, -0.1861], [-2.0109, 1.4894, -3.9633], [-2.5274, 2.2101, -4.7648], [-1.1163, 0.6359, -3.9777], [-4.8002, 1.9703, 1.7099], [-3.1134, 2.1026, 2.2473], [-3.8249, 0.5217, 1.8761], [-5.3093, 1.1605, -0.6063], [-5.8157, 0.6749, -2.9017], [-4.5853, 0.8048, -4.1753], [-5.3500, 2.2431, -3.5401], [-0.5862, 3.7762, -2.2243], [0.1732, 2.2587, -2.6897], [0.2774, 2.8431, -1.0045], [-1.3977, 2.4123, 0.5764], [0.3395, 0.1943, 2.0259], [0.4732, -0.3666, 0.2401], [2.1044, -1.1627, 0.1837], [2.2356, -2.3718, -0.5072], [3.4917, -2.9099, -0.7156], [4.6230, -2.2509, -0.2547], [4.4984, -1.0414, 0.4111], [3.2457, -0.4969, 0.6158], [-0.6934, -1.7657, 0.4261], [-1.8851, -1.7040, -0.3135], [-2.8264, -2.7146, -0.1826], [-2.5774, -3.7859, 0.6632], [-1.4030, -3.8446, 1.4010], [-0.4584, -2.8413, 1.2822], [1.5935, 1.3531, 2.7681], [0.5992, 2.8538, 3.0512], [-0.1380, 2.9181, 4.2338], [-1.0599, 3.9356, 4.3899], [-1.2272, 4.8965, 3.4057], [-0.4581, 4.8554, 2.2506], [0.4656, 3.8377, 2.0775], [1.9774, 0.6912, 4.4042], [2.9080, 1.4297, 5.1511], [3.1557, 1.1005, 6.4686], [2.5064, 0.0123, 7.0426], [1.6131, -0.7439, 6.2919], [1.3641, -0.4316, 4.9706], [0.4040, -0.7487, 2.5789], [-0.6571, 0.6218, 2.1707], [1.3476, -2.8845, -0.8697], [3.5947, -3.8407, -1.2509], [5.5999, -2.6780, -0.4173], [5.3762, -0.5190, 0.7512], [3.1515, 0.4669, 1.1040], [-2.1221, -0.7980, -0.9248], [-3.7624, -2.6646, -0.7182], [-3.3079, -4.5742, 0.7513], [-1.2301, -4.6718, 2.0712], [0.4684, -2.8979, 1.8367], [-0.0170, 2.1736, 5.0044], [-1.6474, 3.9780, 5.2951], [-1.9465, 5.6881, 3.5484], [-0.5564, 5.6235, 1.4984], [1.1007, 3.8246, 1.2028], [3.4268, 2.2610, 4.6933], [3.8625, 1.6751, 7.0464], [2.7100, -0.2562, 8.0683], [1.1034, -1.5814, 6.7431], [0.6501, -1.0276, 4.4241]],
  "mulliken_spin": [2.66, -0.01, 0.01, 0.00, 0.04, -0.01, 0.04, 0.04, 0.00, 0.02, 0.00, 0.03, -0.10, 0.00, 0.00, 0.00, 0.00, 0.00, 0.00, 0.00, -0.01, 0.00, 0.03, 0.04, 0.12, 0.00, 0.12, 0.10, 0.01, 0.03, -0.06, 0.60, 0.12, 0.00, 0.00, 0.01, 0.00, 0.00, 0.00, 0.00, 0.00, 0.00, 0.00, 0.02, 0.04, -0.09, 0.04, 0.01, 0.00, 0.02, 0.00, 0.00, 0.08, -0.02, -0.01, 0.02, 0.01, 0.02, 0.01, 0.00, 0.00, 0.00, 0.00, 0.00, 0.00, 0.00, 0.00, 0.00, 0.00, 0.00, 0.00, 0.01, 0.00, -0.01, 0.00, 0.00, 0.00, 0.00, -0.01, 0.00, 0.00, 0.00, 0.00, 0.00, 0.00, 0.00, 0.00, 0.00, 0.00, 0.00, 0.00, 0.00, 0.00],
  "energy_ha": -2775.94777,
  "s_squared": 6.03,
  "e_lumo_ha": [-0.37285, -0.42939],
  "multiplicity": 5,
  "max_force_ha_per_bohr": 0.06667,
  "charge": 3,
  "homo_energy_ev": [-14.49, -14.46],
  "relative_energy_kcal_mol": 61.0,
  "homo_lumo_gap_ev": [4.35, 2.77]
}

---

{
  "formula": "C28H40Cl32O10S5",
  "method": "ωB97M-V with the def2-TZVPD basis set",
  "elements": ["C", "C", "C", "S", "O", "O", "C", "H", "H", "H", "H", "H", "H", "H", "H", "C", "C", "C", "S", "O", "O", "C", "H", "H", "H", "H", "H", "H", "H", "H", "C", "C", "C", "S", "O", "O", "C", "H", "H", "H", "H", "H", "H", "H", "H", "C", "C", "C", "S", "O", "O", "C", "H", "H", "H", "H", "H", "H", "H", "H", "C", "C", "C", "S", "O", "O", "C", "H", "H", "H", "H", "H", "H", "H", "H", "C", "Cl", "Cl", "Cl", "Cl", "C", "Cl", "Cl", "Cl", "Cl", "C", "Cl", "Cl", "Cl", "Cl", "C", "Cl", "Cl", "Cl", "Cl", "C", "Cl", "Cl", "Cl", "Cl", "C", "Cl", "Cl", "Cl", "Cl", "C", "Cl", "Cl", "Cl", "Cl", "C", "Cl", "Cl", "Cl", "Cl"],
  "positions_angstrom": [[-0.1054, 2.6581, -3.8900], [0.6852, 3.8510, -4.6385], [-0.2903, 4.4811, -5.6443], [-1.3094, 3.1379, -6.2649], [-0.8805, 2.8960, -7.6289], [-2.7458, 3.3802, -5.9658], [-0.7148, 1.8189, -5.0200], [-0.8686, 3.1657, -3.3000], [0.6517, 2.2510, -3.2197], [1.5593, 3.4130, -5.1206], [1.0670, 4.6298, -3.9784], [0.2062, 5.1656, -6.3321], [-0.9617, 5.1652, -5.1253], [0.2072, 1.4203, -5.4431], [-1.3749, 0.9560, -4.9321], [1.0446, -4.8168, 0.6929], [1.6834, -4.3341, 1.9726], [2.9801, -5.1299, 2.1302], [3.6958, -5.1873, 0.4978], [4.0221, -6.5812, 0.1136], [4.6820, -4.1399, 0.2393], [2.1548, -4.7267, -0.3280], [0.1679, -4.2495, 0.3803], [0.7366, -5.8534, 0.8295], [1.0883, -4.4968, 2.8712], [1.8308, -3.2648, 1.8212], [2.6568, -6.1449, 2.3609], [3.7741, -4.8464, 2.8211], [2.0912, -5.4242, -1.1633], [2.1811, -3.6829, -0.6408], [-1.2647, -0.1628, 6.0371], [-2.3634, -1.1856, 5.9544], [-1.9591, -2.3222, 6.8876], [-0.1416, -2.5916, 6.5918], [0.0698, -3.5359, 5.5026], [0.6874, -2.6397, 7.8047], [0.0308, -0.9511, 5.9194], [-1.1619, 0.3265, 7.0057], [-1.2971, 0.5885, 5.2481], [-2.4197, -1.5909, 4.9442], [-3.3679, -0.8174, 6.1629], [-2.4894, -3.2572, 6.7070], [-2.0685, -2.0313, 7.9324], [0.3516, -1.1077, 4.8895], [0.9516, -0.5903, 6.3779], [3.8722, -0.4937, -2.1173], [2.4190, -0.6277, -2.5371], [2.4741, -0.3391, -4.0981], [4.0375, -1.3475, -4.7028], [4.8852, -0.5126, -5.5012], [3.5834, -2.6360, -5.1134], [4.7156, -1.3938, -2.9834], [4.1068, -0.7752, -1.0908], [4.2788, 0.5090, -2.2493], [1.7115, 0.0078, -2.0046], [2.1913, -1.6936, -2.5480], [2.5739, 0.7280, -4.2969], [1.5579, -0.5539, -4.6482], [5.8048, -1.4305, -2.9639], [4.5317, -2.4536, -2.8070], [-3.7055, -2.9332, -2.1023], [-3.2152, -3.4071, -3.4669], [-1.6969, -3.4645, -3.4371], [-1.1770, -1.9839, -2.4053], [-0.7185, -0.9478, -3.2780], [-0.3349, -2.5037, -1.3560], [-2.8739, -1.6711, -1.8462], [-3.4729, -3.7110, -1.3750], [-4.7787, -2.7428, -2.1142], [-3.6028, -2.8260, -4.3037], [-3.7087, -4.3664, -3.6226], [-1.2287, -3.2513, -4.3980], [-1.2830, -4.3632, -2.9797], [-3.1866, -0.8649, -2.5098], [-2.8426, -1.3078, -0.8190], [-5.2929, 2.3892, -3.0479], [-4.3200, 1.1592, -3.8561], [-6.8299, 2.6873, -3.8686], [-5.6339, 1.7734, -1.4277], [-4.3883, 3.8347, -3.0479], [-4.0355, 3.6576, 5.6842], [-2.5522, 4.2628, 6.3439], [-4.1145, 3.8160, 3.9287], [-4.0695, 1.8967, 5.9573], [-5.4221, 4.3454, 6.5067], [-2.0385, 5.7200, 0.0561], [-3.6172, 5.0218, 0.4962], [-0.7289, 4.7802, 0.8546], [-1.6672, 5.4888, -1.6201], [-1.9609, 7.4946, 0.4129], [-4.0958, -3.0944, 1.9893], [-2.4747, -3.1536, 1.3393], [-4.2169, -3.4164, 3.7605], [-4.8975, -1.5732, 1.6253], [-5.0695, -4.3882, 1.1359], [4.1271, -0.3975, 4.6787], [4.1230, 0.0773, 2.9625], [5.7884, -0.5642, 5.3506], [3.1807, 0.8141, 5.5995], [3.3862, -2.0108, 4.8218], [3.3301, 3.9188, -1.2088], [4.5648, 5.1242, -0.9217], [3.5159, 3.2987, -2.8617], [3.3522, 2.5967, 0.0047], [1.7321, 4.7128, -1.1672], [-0.2371, 0.7404, 1.0084], [-1.8599, 0.2098, 1.4262], [-0.3221, 1.6123, -0.5391], [0.3275, 1.9591, 2.2588], [0.9626, -0.6110, 0.9263], [2.6095, 7.0898, 2.4406], [3.4104, 5.4957, 2.4652], [2.4426, 7.7085, 0.8087], [0.9678, 6.9531, 3.0286], [3.6333, 8.2848, 3.3119]],
  "mulliken_charge": [0.94, -0.86, -0.76, 1.03, -0.69, -0.59, -0.72, 0.03, -0.45, 0.41, 0.25, 0.46, 0.35, 0.26, 0.38, 0.11, -0.07, -0.78, 1.14, -0.71, -0.63, -0.20, -0.53, 0.47, 0.32, -0.18, 0.35, 0.42, 0.63, -0.36, -0.58, -0.05, -0.88, 1.01, -0.52, -0.69, -0.32, 0.30, 0.38, -0.10, 0.33, 0.42, 0.37, 0.12, 0.22, -0.33, 1.11, -0.86, 1.12, -0.66, -0.65, -0.89, 0.26, 0.19, -0.63, -0.23, 0.24, 0.50, 0.56, 0.26, -0.29, -0.78, -0.95, 0.92, -0.37, -0.25, 0.68, 0.12, 0.38, 0.31, 0.39, 0.45, 0.38, -0.45, -0.18, 0.25, -0.11, -0.10, -0.09, -0.04, 0.27, -0.09, -0.01, -0.12, -0.09, 0.12, -0.07, 0.12, -0.07, -0.09, 0.00, 0.13, -0.09, -0.05, -0.11, 0.16, 0.00, -0.09, -0.10, -0.05, 0.00, -0.04, -0.09, 0.01, 0.01, -0.55, 0.08, 0.34, -0.13, 0.32, 0.27, -0.05, -0.08, -0.05, -0.11],
  "energy_ha": -18560.15814,
  "e_lumo_ha": -0.02005,
  "multiplicity": 1,
  "max_force_ha_per_bohr": 0.07994,
  "homo_energy_ev": -9.82,
  "homo_lumo_gap_ev": 9.27
}

---

> Number 1 is which compound?

ClNO2S